Below is a molecular structure, C27H63N7O9Pt in a non-equilibrium geometry, with properties calculated with ωB97M-V/def2-TZVPD.

ORCA input file:
```
! RIJCOSX wB97M-V def2-TZVPD def2/J DEFGRID3
* xyz 1 4
Pt -4.31 16.90 1.65
C 0.12 17.36 0.76
C -0.93 16.66 1.71
C -0.91 17.33 3.04
O -2.26 16.64 1.11
H -0.01 16.78 -0.16
H 1.16 17.38 1.08
H -0.31 18.36 0.70
H -0.57 15.63 1.77
H -0.98 18.41 3.01
H 0.06 17.06 3.46
H -1.61 16.89 3.75
C -3.84 16.29 5.59
C -5.00 17.03 4.96
C -5.57 18.04 5.97
O -4.63 17.51 3.73
H -2.90 16.78 5.33
H -3.84 15.26 5.22
H -3.89 16.26 6.68
H -5.75 16.26 4.79
H -6.43 18.57 5.54
H -4.81 18.81 6.12
H -5.79 17.61 6.95
C -6.87 21.47 3.15
O -8.01 21.74 2.72
N -5.94 22.37 3.48
C -4.74 22.15 4.20
C -6.14 23.74 3.02
H -6.41 20.48 3.27
H -4.73 22.24 5.29
H -3.77 22.59 3.96
H -4.45 21.10 4.18
H -6.87 23.85 2.22
H -6.36 24.41 3.85
H -5.19 24.04 2.57
C -1.55 21.81 6.10
O -2.26 21.57 7.04
N -1.36 20.89 5.06
C -0.39 21.18 3.96
C -1.98 19.63 5.14
H -0.97 22.74 5.99
H -0.20 22.25 3.90
H -0.72 20.69 3.05
H 0.59 20.72 4.07
H -1.17 18.91 5.09
H -2.58 19.42 6.03
H -2.62 19.55 4.26
C -7.65 17.71 2.07
O -6.72 17.35 1.30
N -8.83 17.08 1.89
C -10.01 17.13 2.78
C -8.97 15.96 0.98
H -7.51 18.45 2.88
H -10.82 17.52 2.16
H -9.90 17.83 3.61
H -10.34 16.14 3.10
H -8.19 15.96 0.22
H -8.81 14.99 1.46
H -9.93 15.94 0.46
C -10.38 18.78 10.57
O -10.07 19.16 11.69
N -9.52 18.36 9.59
C -8.03 18.32 9.75
C -9.96 18.38 8.18
H -11.46 18.63 10.39
H -7.50 17.56 9.18
H -7.84 18.17 10.82
H -7.63 19.26 9.39
H -9.50 17.56 7.62
H -11.04 18.44 8.01
H -9.59 19.28 7.69
C -5.60 13.55 7.29
O -6.16 14.56 7.62
N -5.57 13.05 6.05
C -4.74 11.95 5.54
C -6.31 13.71 4.90
H -4.94 13.08 8.04
H -5.07 11.04 6.05
H -3.69 12.03 5.81
H -4.83 11.96 4.45
H -6.69 13.07 4.10
H -7.10 14.39 5.20
H -5.54 14.32 4.44
C -6.07 21.77 8.34
O -7.01 22.43 8.66
N -5.63 20.90 9.21
C -4.32 20.31 8.81
C -6.06 20.79 10.57
H -5.52 21.88 7.40
H -4.30 19.29 9.20
H -3.43 20.78 9.23
H -4.32 20.28 7.72
H -5.28 21.45 10.96
H -7.01 21.22 10.86
H -5.84 19.78 10.92
C -1.17 15.85 8.09
O -1.24 15.98 9.34
N -0.12 16.27 7.40
C -0.12 16.21 5.92
C 0.97 17.09 7.88
H -1.89 15.28 7.49
H 0.84 15.73 5.70
H -0.24 17.19 5.46
H -0.94 15.61 5.53
H 0.71 18.14 7.75
H 1.14 17.19 8.95
H 1.96 16.90 7.46
*
```

For the frontier orbital gap (alpha / beta), the calculation gives 6.7 / 4.2 eV. The lowest unoccupied orbital energy (alpha / beta) is -0.141 / -0.232 hartree. The value obtained for the HOMO energy (alpha / beta) is -0.3850 / -0.3850 hartree.

=====

Below is a molecular structure, C6H6N2O in a non-equilibrium geometry, with properties calculated with ωB97M-V/def2-TZVPD.

ORCA input file:
```
! RIJCOSX wB97M-V def2-TZVPD def2/J DEFGRID3
* xyz 0 1
C 0.35 -0.38 0.84
C -0.91 0.44 0.34
C 0.98 -0.89 -0.41
N -2.04 -0.29 0.62
C -0.83 1.60 -0.32
C 1.36 -1.37 -1.54
C 1.70 0.53 0.83
O 0.19 -1.12 1.86
N 2.63 1.17 1.03
H -2.92 0.20 0.54
H -1.94 -0.89 1.43
H 0.12 2.03 -0.60
H -1.72 2.15 -0.58
H 0.63 -1.84 -2.20
H 2.40 -1.35 -1.84
*
```

For the frontier orbital gap, the calculation gives 6.7 eV. The lowest unoccupied orbital energy is -0.072 hartree. The value obtained for the HOMO energy is -0.3177 hartree.